(1)
The following is a quantum chemistry calculation of a 10-piece molecular cluster, C42H87BClNO11 overall, from OMol25.

Output
Total charge: 0
HOMO energy in eV: -8.98
Frontier orbital gap in eV: 9.4
LUMO level in Eh: 0.0140
SMILES: C[C@H](O)COB(Cl)CCCN.C1CCOC1.C1CCOC1.C1CCOC1.C1CCOC1.C1CCOC1.C1CCOC1.C1CCOC1.C1CCOC1.C1CCOC1

```
143
Properties=species:S:1:pos:R:3:forces:R:3
C -0.248633 -0.174769 4.896644 0.1 0.1 0.0
C -1.757241 0.023629 4.916759 0.1 0.2 -0.3
O -2.420432 -1.190570 5.254376 0.0 0.3 -0.2
C -2.335103 0.575441 3.590900 0.1 0.2 0.9
O -1.410828 1.514589 3.027981 -0.2 -0.5 -1.3
B -0.980050 1.172140 1.752931 -0.1 0.4 0.1
Cl -1.703463 2.126321 0.382515 0.2 -0.3 0.5
C 0.084828 0.069027 1.387791 -0.7 0.1 -0.2
C -0.485469 -1.387601 1.328227 1.0 -0.2 0.3
C 0.545837 -2.428972 1.862258 -0.3 -0.2 -0.1
N 0.003226 -3.445390 2.783385 0.2 0.4 0.1
H 0.101032 -0.483324 5.883433 -0.1 -0.2 -0.1
H 0.025459 -0.932231 4.157240 0.0 0.0 0.1
H 0.292362 0.738413 4.647025 -0.2 0.0 -0.1
H -2.008579 0.754723 5.688274 0.0 -0.2 0.1
H -2.161290 -1.819209 4.567499 -0.1 -0.2 0.1
H -3.260856 1.107094 3.828561 0.0 0.0 -0.2
H -2.613197 -0.223101 2.896828 0.2 0.0 0.0
H 0.457642 0.308260 0.390520 0.3 0.0 0.1
H 0.908681 0.114156 2.104126 0.0 0.0 0.0
H -1.408785 -1.536613 1.892257 0.0 0.2 -0.1
H -0.659833 -1.641892 0.282991 -0.4 0.1 0.1
H 1.006310 -2.919832 1.007874 0.0 -0.1 0.0
H 1.369087 -1.937308 2.386812 -0.1 0.1 0.0
H -0.975204 -3.636594 2.602211 0.1 -0.1 -0.2
H 0.070917 -3.079973 3.726538 -0.1 -0.2 0.1
C 5.233775 -1.566180 -0.503673 0.2 0.0 0.1
C 4.816883 -2.347906 -1.740951 -0.1 0.1 -0.2
C 3.716637 -3.241711 -1.188664 0.0 -0.1 0.1
O 3.099821 -2.512746 -0.122559 0.2 0.0 -0.1
C 3.902989 -1.372112 0.202586 -0.2 0.1 -0.1
H 5.730545 -0.623779 -0.730030 -0.1 0.0 0.0
H 5.903837 -2.170013 0.114469 0.0 0.0 0.0
H 4.407525 -1.664928 -2.489638 0.0 0.0 0.0
H 5.628787 -2.910868 -2.200307 0.0 0.0 0.0
H 4.125514 -4.171704 -0.779031 0.0 0.0 -0.1
H 2.960913 -3.494940 -1.934024 -0.1 0.0 0.1
H 3.390845 -0.474584 -0.161424 0.1 0.0 0.0
H 4.004365 -1.299280 1.287134 -0.1 -0.1 0.0
C -2.738082 -5.172276 -2.550446 -0.1 -0.1 0.1
C -3.527864 -3.973811 -2.043031 0.0 0.1 -0.1
C -2.851245 -3.697013 -0.709882 0.1 -0.1 0.1
O -1.484425 -4.097124 -0.853179 -0.2 0.0 -0.1
C -1.334604 -4.845614 -2.069664 0.2 0.1 0.0
H -2.790679 -5.310209 -3.628148 0.0 0.0 0.0
H -3.096491 -6.087036 -2.071385 0.0 0.0 0.0
H -3.389769 -3.124212 -2.716861 0.0 0.0 0.0
H -4.596895 -4.159126 -1.943997 0.0 0.0 0.0
H -3.299249 -4.290204 0.095927 -0.1 0.0 0.0
H -2.891659 -2.642603 -0.428577 0.1 0.0 0.0
H -0.801642 -4.222434 -2.793228 0.0 -0.1 -0.1
H -0.737567 -5.735664 -1.875272 0.0 0.0 0.0
C -1.291845 3.087794 -2.909383 0.1 0.0 0.0
C -0.968679 4.065270 -4.031440 -0.1 0.1 0.0
C -0.635548 3.121384 -5.176481 0.1 -0.1 0.0
O -1.421570 1.944629 -4.976724 0.0 0.1 0.1
C -1.995923 1.971557 -3.664397 -0.1 0.0 -0.1
H -1.904721 3.515129 -2.119084 0.0 0.0 0.0
H -0.368493 2.714473 -2.460491 0.0 0.0 0.0
H -1.853060 4.658660 -4.277644 0.0 0.0 0.0
H -0.154033 4.750325 -3.796623 0.0 0.0 0.0
H 0.422149 2.835208 -5.159986 0.0 0.1 0.0
H -0.864338 3.546359 -6.155679 0.0 -0.1 0.0
H -3.068358 2.172708 -3.761564 0.0 0.0 0.1
H -1.868012 0.995802 -3.194315 0.0 0.0 -0.1
C 5.643653 2.947565 -4.091969 -0.1 0.1 0.0
C 6.576690 3.114052 -2.899846 0.2 -0.1 0.0
C 5.752218 2.510724 -1.772929 -0.1 0.0 0.0
O 4.938967 1.491433 -2.364495 0.1 0.1 0.0
C 4.993635 1.607337 -3.791622 0.1 -0.2 0.0
H 6.151365 2.965550 -5.054380 0.0 0.0 0.0
H 4.891497 3.737056 -4.092610 0.0 0.0 0.0
H 7.487616 2.529919 -3.053868 0.0 0.0 0.0
H 6.864005 4.146699 -2.706686 0.0 0.0 0.0
H 5.091942 3.257695 -1.318807 0.1 0.0 0.0
H 6.367210 2.069516 -0.986649 0.0 0.0 0.0
H 5.594180 0.777476 -4.180834 0.0 0.0 -0.1
H 3.984765 1.524900 -4.198853 0.0 0.0 0.1
C 1.480446 -5.820901 -6.299889 0.1 -0.1 -0.1
C 0.234897 -5.160785 -6.875954 0.0 0.2 0.0
C -0.860474 -5.748810 -6.000100 0.0 -0.1 0.0
O -0.270214 -5.989269 -4.718289 0.1 0.0 -0.2
C 1.151836 -5.859279 -4.815718 0.0 0.1 0.1
H 2.402413 -5.282126 -6.514151 0.0 0.0 0.0
H 1.580120 -6.836895 -6.689724 0.0 0.0 0.0
H 0.287317 -4.078195 -6.736767 0.0 0.0 0.0
H 0.080958 -5.360245 -7.935486 0.0 0.0 0.0
H -1.220727 -6.703266 -6.398718 0.0 0.0 -0.1
H -1.713649 -5.078221 -5.883581 0.0 0.0 0.1
H 1.447782 -4.928168 -4.318709 0.1 0.0 0.0
H 1.625231 -6.693634 -4.297058 -0.1 0.0 0.0
C -6.769910 1.376604 5.374794 0.1 -0.1 0.0
C -6.482197 2.802917 4.923344 -0.1 0.1 0.0
C -6.314564 2.623467 3.422414 0.1 -0.1 -0.1
O -7.156528 1.530275 3.046755 0.0 0.0 0.1
C -7.610935 0.851180 4.221449 -0.1 0.1 -0.1
H -7.282001 1.313850 6.333995 0.0 0.0 0.0
H -5.836981 0.811025 5.448527 0.0 0.0 0.0
H -7.343023 3.442723 5.132288 0.0 0.0 0.0
H -5.606587 3.246074 5.396539 0.0 0.0 0.0
H -5.280854 2.364581 3.165832 0.0 0.1 0.0
H -6.598742 3.510202 2.854833 0.0 0.0 -0.1
H -8.671850 1.082617 4.365804 0.0 0.0 0.1
H -7.508149 -0.224919 4.077112 0.0 0.0 -0.1
C 0.352963 4.299804 4.858006 -0.2 0.0 0.0
C 0.747804 3.907581 3.441518 0.2 -0.1 0.0
C 1.160287 5.246630 2.851434 -0.1 0.1 0.0
O 1.683053 6.023728 3.933806 -0.1 -0.1 0.0
C 1.372851 5.383454 5.174721 0.2 0.0 0.0
H 0.380311 3.473030 5.567571 0.0 0.0 0.0
H -0.656609 4.718465 4.860890 0.0 0.0 0.0
H 1.605670 3.228417 3.468529 0.0 0.0 0.0
H -0.051114 3.420568 2.891712 0.0 0.1 0.0
H 0.298539 5.776586 2.431433 0.0 -0.1 -0.1
H 1.920562 5.152596 2.074725 0.0 0.1 0.0
H 2.295050 4.953486 5.581225 0.0 0.0 0.1
H 0.998150 6.126889 5.879402 0.0 0.0 0.0
C -3.038435 -4.062022 8.516235 0.0 0.1 0.1
C -2.591986 -3.820143 7.080381 -0.1 -0.1 -0.1
C -1.142423 -4.275857 7.126860 0.1 0.0 0.1
O -1.071486 -5.311059 8.113027 -0.1 0.1 0.0
C -2.288248 -5.338805 8.864519 0.0 -0.1 -0.1
H -4.117288 -4.160774 8.630803 0.0 0.0 0.0
H -2.701072 -3.241602 9.154949 0.0 0.0 0.0
H -3.164781 -4.458563 6.400959 0.0 0.0 0.0
H -2.700483 -2.788169 6.753202 0.0 -0.1 0.1
H -0.479937 -3.459031 7.436127 0.0 0.0 -0.1
H -0.787313 -4.666018 6.170967 0.0 -0.1 0.0
H -2.857178 -6.226972 8.567919 0.0 0.0 0.0
H -2.052734 -5.417911 9.926732 0.1 0.0 0.0
C 2.029720 6.165497 -6.099924 0.0 0.1 0.1
C 2.458549 6.382659 -7.544379 -0.1 -0.1 -0.1
C 3.920779 5.966422 -7.499466 0.1 0.0 0.1
O 4.025733 4.953692 -6.492370 -0.1 0.1 0.0
C 2.814994 4.917322 -5.729181 0.0 -0.2 -0.1
H 0.954594 6.041427 -5.973633 0.0 0.0 0.0
H 2.350718 7.008959 -5.483595 0.0 0.0 0.0
H 1.898021 5.716433 -8.204808 0.0 0.0 0.0
H 2.320555 7.404410 -7.895214 0.0 0.0 0.0
H 4.565589 6.804716 -7.214753 0.0 0.0 -0.1
H 4.274938 5.564724 -8.449451 0.0 0.0 0.0
H 2.266731 4.008297 -5.998950 0.0 0.0 0.0
H 3.057325 4.872776 -4.666218 0.0 0.0 0.0
```
Forces are in eV/Å.

---

(2)
The following is a quantum chemistry calculation of C6H8N2 as an isolated structure, from OMol25.

Output
Energy above the lowest of the compared OMol25 structures with the same formula, charge and spin in kJ/mol: 446.9
Total charge: 0
HOMO energy in eV: -8.42
Frontier orbital gap in eV: 8.4
LUMO level in Eh: -0.0009

```
16
Properties=species:S:1:pos:R:3:forces:R:3
C 0.404119 -0.432498 -0.171082 1.3 -0.1 -3.0
C -0.118069 1.080426 -1.419271 1.8 -2.8 1.3
C -1.188829 0.671908 0.584739 -2.4 -0.6 2.8
C 1.398953 -1.346020 -0.188550 -0.5 0.4 0.4
C -2.200807 1.203417 1.510073 -2.5 1.8 0.2
C 2.375993 -1.238186 -1.292882 1.3 1.7 -0.4
N -0.483341 -0.349287 0.819100 -1.0 0.9 0.8
N -1.060641 1.378505 -0.574587 1.1 1.1 -1.3
H 1.534991 -2.065191 0.675090 -0.3 0.9 -1.1
H -1.753027 1.253400 2.497583 -0.4 -0.5 0.3
H -2.363910 2.349545 1.258214 -0.1 -2.3 0.4
H -3.263086 0.646500 1.501839 2.5 1.2 0.1
H 2.814547 -0.180363 -1.227364 0.0 -1.6 0.0
H 1.878659 -1.158447 -2.244514 -0.4 -0.3 -0.4
H 3.172186 -1.984336 -1.381818 -0.2 0.2 0.4
H -1.484815 2.299450 -0.591947 -0.4 -0.2 -0.4
```
Forces are in eV/Å.